66
Properties=species:S:1:pos:R:3 method="wB97M-V/def2-TZVPD" charge=+1 e_homo_ev=-9.064 lumo_energy_ev=-2.84 homo_lumo_gap_ev=6.22 total_energy_ha=-4396.2337 de_lowest_ev=0.000 largest_force_ev_per_a=1.60
Ca -6.35602 0.13762 14.62251
C -3.18640 1.13976 14.17007
C -2.92854 -0.38168 14.32361
N -4.11951 -1.27372 14.19345
C -4.36892 -1.93302 12.88812
C -4.70528 -0.89014 11.83748
C -4.21279 -1.01906 10.53452
C -4.49810 0.01496 9.64160
C -5.22340 1.14521 10.05851
C -5.74261 1.14941 11.36338
C -6.71982 2.21228 11.81741
N -6.49786 2.60120 13.24890
C -5.22507 3.32101 13.51395
C -4.54182 3.02640 14.89269
N -4.13887 1.64631 15.18558
N -5.48787 0.15520 12.21810
H -3.60739 1.33800 13.18360
H -2.17726 1.65912 14.19701
H -2.42088 -0.60107 15.27491
H -2.15345 -0.64880 13.56612
H -3.98366 -2.04195 14.84250
H -5.22337 -2.66859 12.98758
H -3.51489 -2.54387 12.56501
H -3.64682 -1.91792 10.25212
H -4.13609 -0.07823 8.61581
H -5.41627 1.99065 9.36667
H -7.78085 1.82919 11.75283
H -6.67908 3.08728 11.16801
H -7.22843 3.23507 13.54073
H -5.43035 4.43438 13.50601
H -4.48632 3.16967 12.69421
H -5.22238 3.33586 15.71866
H -3.69773 3.73011 14.88153
H -3.69032 1.69788 16.09522
Se -7.98731 1.55762 16.91645
C -9.76599 1.48098 16.19357
C -10.97590 1.66707 16.94781
C -12.20246 1.56812 16.29195
N -12.38540 1.35022 14.97568
C -11.22912 1.24014 14.27216
C -9.96497 1.29202 14.81875
H -10.96494 1.91131 18.01151
H -13.09770 1.64893 16.90345
H -11.31026 1.02043 13.21760
H -9.08319 1.19473 14.14488
C -6.79208 -2.66500 17.62462
N -8.19349 -2.70400 17.12363
C -9.24390 -3.27548 17.98890
C -10.59248 -2.85046 17.45522
C -10.62162 -3.28577 15.99260
N -9.52925 -2.72925 15.21840
C -9.60187 -2.87471 13.76243
C -8.38800 -2.33585 15.84215
O -7.50294 -1.65360 15.20479
H -6.14903 -3.03666 16.80794
H -6.65370 -3.30295 18.51662
H -6.52761 -1.62020 17.86150
H -9.11582 -2.93940 19.02996
H -9.12736 -4.36301 18.03576
H -10.76906 -1.78038 17.57713
H -11.40609 -3.27938 18.04864
H -11.52915 -2.99266 15.50020
H -10.58130 -4.39196 15.93849
H -9.72386 -3.91239 13.48130
H -8.67843 -2.52021 13.32549
H -10.44123 -2.29862 13.39076